(1)
Here is C22H33CoGeN4O as an isolated structure from the OMol25 dataset. Energies are from ωB97M-V/def2-TZVPD.

Values from the calculation:
* E_tot: -4611.03769 Eh
* HOMO level (spin up / spin down): -18.91 / -18.91 eV
* max |F|: 0.56 eV/Å
* expectation value of S²: 0.8095
* multiplicity: 2
* charge: +3
* Kohn-Sham gap (spin up / spin down): 7.9077 / 8.1669 eV

Element x y z (Å)
Co (1.199, 0.202, 0.651)
C (4.918, -1.532, -0.418)
C (3.942, -0.806, 0.445)
O (2.824, -0.467, -0.053)
N (4.277, -0.551, 1.692)
C (3.439, 0.139, 2.661)
C (2.300, -0.727, 3.123)
C (2.351, -1.416, 4.317)
C (1.286, -2.223, 4.689)
C (0.187, -2.321, 3.847)
C (0.194, -1.606, 2.672)
N (1.223, -0.812, 2.312)
H (4.884, -1.134, -1.429)
H (4.623, -2.584, -0.464)
H (5.933, -1.471, -0.033)
H (5.195, -0.844, 1.994)
H (3.077, 1.080, 2.234)
H (4.067, 0.406, 3.507)
H (3.218, -1.318, 4.957)
H (1.315, -2.769, 5.624)
H (-0.664, -2.940, 4.097)
H (-0.648, -1.657, 1.992)
C (-3.911, 1.651, 1.630)
C (-3.428, 0.216, 1.822)
C (-2.853, -0.408, 0.549)
C (-1.610, 0.372, 0.038)
Ge (-0.762, -0.687, -1.340)
C (-0.832, -0.407, -3.234)
C (-2.318, -0.681, -3.427)
C (-2.604, -2.026, -2.775)
C (-4.055, -2.457, -2.746)
H (-4.434, 2.001, 2.517)
H (-4.607, 1.724, 0.792)
H (-3.089, 2.350, 1.454)
H (-4.254, -0.415, 2.151)
H (-2.673, 0.176, 2.617)
H (-3.607, -0.398, -0.239)
H (-2.604, -1.459, 0.736)
H (-0.962, 0.549, 0.930)
H (-1.914, 1.340, -0.356)
H (-0.114, -1.919, -0.659)
H (-0.203, -1.168, -3.697)
H (-0.513, 0.584, -3.553)
H (-2.592, -0.642, -4.481)
H (-2.920, 0.086, -2.930)
H (-2.235, -1.958, -1.678)
H (-1.981, -2.802, -3.226)
H (-4.700, -1.691, -2.314)
H (-4.189, -3.381, -2.186)
H (-4.395, -2.638, -3.768)
N (1.401, 6.129, -3.646)
C (1.362, 5.174, -3.011)
C (1.304, 3.982, -2.218)
C (2.051, 2.858, -2.569)
C (1.972, 1.731, -1.783)
N (1.183, 1.672, -0.688)
C (0.459, 2.763, -0.354)
C (0.496, 3.929, -1.080)
H (2.689, 2.868, -3.442)
H (2.550, 0.848, -2.013)
H (-0.160, 2.702, 0.534)
H (-0.087, 4.785, -0.771)

***

(2)
Here is C48H44AsN4O3PPbS as an isolated structure in a non-equilibrium geometry from the OMol25 dataset. Energies are from ωB97M-V/def2-TZVPD.

Values from the calculation:
* E_tot: -5468.33952 Eh
* HOMO level (spin up / spin down): -6.42 / -6.51 eV
* max |F|: 2.62 eV/Å
* Kohn-Sham gap (spin up / spin down): 3.4315 / 4.7574 eV

Element x y z (Å)
Pb (-1.319, -1.890, -0.060)
O (-3.578, -4.910, 2.585)
C (-3.141, -3.869, 2.060)
N (-2.830, -3.687, 0.741)
C (-3.220, -4.594, -0.194)
C (-4.439, -5.300, -0.159)
C (-4.754, -6.187, -1.190)
C (-3.882, -6.374, -2.277)
C (-2.681, -5.657, -2.354)
C (-2.338, -4.763, -1.315)
N (-1.232, -3.956, -1.361)
C (-0.038, -4.346, -1.879)
O (0.374, -5.518, -2.037)
C (0.829, -3.214, -2.267)
C (2.027, -3.509, -2.961)
C (2.827, -2.446, -3.362)
C (2.405, -1.120, -3.093)
C (1.213, -0.935, -2.414)
N (0.461, -1.961, -1.991)
C (-2.897, -2.680, 2.914)
C (-3.290, -2.754, 4.291)
C (-3.105, -1.631, 5.078)
C (-2.524, -0.467, 4.506)
C (-2.161, -0.502, 3.174)
N (-2.345, -1.585, 2.384)
H (-5.062, -5.131, 0.727)
H (-5.702, -6.747, -1.144)
H (-4.161, -7.079, -3.075)
H (-1.938, -5.785, -3.154)
H (2.259, -4.563, -3.153)
H (3.771, -2.643, -3.873)
H (2.973, -0.245, -3.424)
H (0.807, 0.065, -2.232)
H (-3.714, -3.709, 4.637)
H (-3.414, -1.643, 6.124)
H (-2.343, 0.444, 5.096)
H (-1.773, 0.390, 2.668)
S (-3.198, -1.024, -1.526)
C (3.539, -3.473, 1.829)
C (2.367, -4.270, 2.424)
C (1.265, -4.146, 1.382)
O (1.472, -2.802, 0.792)
C (2.936, -2.643, 0.686)
H (4.345, -4.131, 1.444)
H (4.030, -2.794, 2.553)
H (2.012, -3.847, 3.383)
H (2.621, -5.330, 2.633)
H (0.235, -4.220, 1.775)
H (1.410, -4.855, 0.543)
H (3.162, -1.575, 0.777)
H (3.235, -3.021, -0.310)
C (0.812, 2.445, -0.604)
C (2.302, 2.161, -0.483)
As (3.471, 3.547, -1.311)
C (2.461, 3.532, -3.001)
C (2.901, 2.594, -3.956)
C (2.159, 2.388, -5.128)
C (1.009, 3.157, -5.389)
C (0.595, 4.096, -4.438)
C (1.307, 4.298, -3.247)
C (2.681, 5.136, -0.447)
C (2.315, 5.072, 0.907)
C (1.765, 6.214, 1.509)
C (1.599, 7.405, 0.786)
C (2.039, 7.470, -0.547)
C (2.600, 6.344, -1.159)
P (-0.241, 1.112, 0.157)
C (-1.832, 1.936, 0.007)
C (-2.348, 1.982, -1.296)
C (-3.632, 2.473, -1.549)
C (-4.449, 2.895, -0.492)
C (-3.938, 2.825, 0.818)
C (-2.649, 2.348, 1.086)
C (0.367, 1.311, 1.839)
C (1.049, 0.189, 2.376)
C (1.668, 0.276, 3.623)
C (1.621, 1.467, 4.363)
C (0.933, 2.574, 3.841)
C (0.309, 2.513, 2.574)
H (0.510, 2.498, -1.659)
H (0.539, 3.428, -0.173)
H (2.614, 1.243, -1.016)
H (2.674, 2.084, 0.541)
H (3.820, 2.024, -3.758)
H (2.515, 1.635, -5.846)
H (0.453, 3.026, -6.331)
H (-0.301, 4.702, -4.624)
H (0.948, 5.021, -2.505)
H (2.431, 4.143, 1.473)
H (1.438, 6.152, 2.556)
H (1.134, 8.270, 1.268)
H (1.966, 8.398, -1.138)
H (2.911, 6.378, -2.207)
H (-1.734, 1.559, -2.114)
H (-4.003, 2.472, -2.584)
H (-5.466, 3.274, -0.666)
H (-4.555, 3.160, 1.660)
H (-2.281, 2.343, 2.114)
H (1.074, -0.768, 1.829)
H (2.181, -0.606, 4.013)
H (2.120, 1.543, 5.341)
H (0.853, 3.496, 4.426)
H (-0.211, 3.394, 2.159)

***

(3)
Here is C19H13N3O3SSc as an isolated structure from the OMol25 dataset. Energies are from ωB97M-V/def2-TZVPD.

Values from the calculation:
* E_tot: -2280.50038 Eh
* HOMO level (spin up / spin down): -9.68 / -11.16 eV
* max |F|: 0.48 eV/Å
* charge: +1
* Kohn-Sham gap (spin up / spin down): 5.8531 / 6.8685 eV
* relative energy (zero: lowest compared OMol25 entry of this formula, charge and spin): 58.38 kcal/mol

Element x y z (Å)
Sc (-0.871, 0.325, -0.215)
C (3.268, -0.882, 0.180)
C (4.050, 0.255, 0.046)
C (3.437, 1.487, -0.082)
C (2.048, 1.592, -0.059)
N (1.299, 0.470, 0.044)
C (1.904, -0.726, 0.161)
C (1.416, 2.928, -0.145)
C (2.076, 4.002, 0.399)
C (1.548, 5.299, 0.319)
C (0.365, 5.549, -0.324)
C (-0.353, 4.492, -0.900)
C (0.136, 3.134, -0.795)
H (3.705, -1.865, 0.281)
H (5.129, 0.180, 0.028)
H (4.032, 2.376, -0.227)
H (1.251, -1.590, 0.250)
H (3.006, 3.855, 0.933)
H (2.090, 6.117, 0.775)
H (-0.025, 6.557, -0.389)
H (-1.920, 3.942, -2.055)
O (-2.171, 1.331, 1.394)
C (-2.805, 0.257, 1.334)
N (-2.090, -0.892, 1.256)
S (-2.786, -1.825, 0.122)
O (-2.840, -3.224, 0.338)
O (-2.010, -1.374, -1.071)
C (-4.373, -1.034, 0.164)
C (-5.568, -1.391, -0.417)
C (-6.654, -0.555, -0.184)
C (-6.523, 0.595, 0.591)
C (-5.304, 0.951, 1.155)
C (-4.230, 0.107, 0.948)
H (-5.656, -2.282, -1.024)
H (-7.616, -0.802, -0.612)
H (-7.387, 1.225, 0.755)
H (-5.198, 1.847, 1.751)
N (-1.530, 4.702, -1.516)
C (-0.625, 2.084, -1.261)
H (-1.822, 5.639, -1.735)

***

(4)
Here is C29H55BCl2N3O6RuSi as an isolated structure in a non-equilibrium geometry from the OMol25 dataset. Energies are from ωB97M-V/def2-TZVPD.

Values from the calculation:
* E_tot: -3083.14444 Eh
* HOMO level (spin up / spin down): -4.78 / -6.45 eV
* max |F|: 4.84 eV/Å
* expectation value of S²: 8.7803
* multiplicity: 6
* Kohn-Sham gap (spin up / spin down): 5.3215 / 4.9524 eV

Element x y z (Å)
C (-2.375, 0.200, -6.067)
C (-1.720, -0.577, -4.972)
H (-1.628, 0.765, -6.643)
H (-3.156, 0.855, -5.655)
H (-2.834, -0.551, -6.737)
C (-1.360, -1.853, -5.227)
C (-1.134, -2.466, -6.570)
H (-1.315, -2.631, -4.455)
H (-0.364, -1.973, -7.179)
H (-2.011, -2.558, -7.223)
H (-0.797, -3.495, -6.389)
Ru (-0.086, 0.720, 1.561)
Cl (-1.700, 2.204, 0.287)
C (0.253, -1.965, 2.500)
O (0.780, -0.818, 2.717)
N (0.865, -3.054, 2.913)
C (2.253, -2.943, 3.318)
C (0.225, -4.351, 2.791)
H (-0.717, -2.130, 1.990)
H (2.301, -2.139, 4.072)
H (2.865, -2.648, 2.443)
H (2.584, -3.912, 3.722)
H (-0.854, -4.173, 2.771)
H (0.495, -4.994, 3.638)
H (0.508, -4.867, 1.860)
H (1.862, 4.304, 5.723)
H (-0.317, 5.275, 5.898)
C (1.566, 3.595, 4.953)
C (-0.359, 5.207, 4.801)
N (0.269, 3.952, 4.383)
H (1.560, 2.596, 5.389)
C (-0.273, 3.218, 3.395)
O (0.232, 2.134, 3.012)
H (-1.401, 5.179, 4.472)
H (-1.239, 3.609, 3.009)
H (2.352, 3.564, 4.198)
H (0.107, 6.086, 4.318)
H (1.542, 0.144, -2.991)
H (2.390, -2.718, -3.600)
C (2.614, -0.043, -2.753)
C (3.111, -2.535, -2.791)
N (2.724, -1.325, -2.058)
H (3.050, 0.733, -2.103)
C (2.886, -1.353, -0.697)
O (3.316, -0.484, 0.041)
H (3.170, -3.426, -2.128)
H (2.664, -2.351, -0.235)
H (3.168, -0.182, -3.690)
H (4.088, -2.390, -3.281)
O (-0.936, 1.129, -3.351)
C (-1.757, 0.003, -3.549)
C (-0.428, -1.898, -2.484)
C (-1.606, -1.161, -2.515)
H (0.356, -1.611, -3.199)
C (-0.322, -3.067, -1.701)
H (-2.831, 0.226, -3.355)
C (-2.676, -1.546, -1.686)
H (0.608, -3.640, -1.688)
C (-1.385, -3.447, -0.873)
C (-2.572, -2.698, -0.887)
H (-3.615, -0.966, -1.708)
H (-1.282, -4.298, -0.189)
H (-3.429, -3.031, -0.280)
Si (-0.443, 3.308, -2.800)
Cl (0.180, -0.724, 0.107)
C (1.395, 3.917, -2.464)
C (-1.288, 4.748, -1.786)
C (-0.873, 3.160, -4.583)
H (1.892, 3.631, -1.504)
H (1.357, 5.032, -2.476)
H (2.114, 3.622, -3.251)
H (0.092, 2.972, -5.097)
H (-1.375, 4.058, -4.977)
H (-1.459, 2.219, -4.610)
H (-1.174, 4.770, -0.670)
H (-2.367, 4.866, -1.960)
H (-0.769, 5.657, -2.203)
C (-5.096, -1.297, 1.430)
C (-4.301, -0.030, 1.749)
C (-5.233, 1.190, 1.534)
O (-3.230, 0.062, 0.794)
B (-2.217, 0.762, 1.461)
O (-2.471, 0.923, 2.833)
C (-3.535, 0.000, 3.149)
C (-4.291, 0.558, 4.352)
C (-2.931, -1.366, 3.434)
H (-5.727, -1.101, 0.539)
H (-5.735, -1.516, 2.310)
H (-4.417, -2.138, 1.191)
H (-5.741, 1.108, 0.553)
H (-6.010, 1.148, 2.312)
H (-4.714, 2.164, 1.560)
H (-5.054, -0.198, 4.569)
H (-3.663, 0.651, 5.251)
H (-4.800, 1.524, 4.213)
H (-2.644, -1.833, 2.483)
H (-2.047, -1.283, 4.074)
H (-3.673, -1.997, 3.932)

***

(5)
Here is C25H21GeMo as an isolated structure from the OMol25 dataset. Energies are from ωB97M-V/def2-TZVPD.

Values from the calculation:
* E_tot: -3109.23662 Eh
* HOMO level: -18.05 eV
* max |F|: 0.16 eV/Å
* charge: +3
* Kohn-Sham gap: 6.3986 eV
* relative energy (zero: lowest compared OMol25 entry of this formula, charge and spin): 0.00 kcal/mol

Element x y z (Å)
Mo (0.453, -0.199, -1.535)
C (-0.585, 1.454, -2.943)
C (0.750, 1.868, -2.760)
C (1.807, 1.062, -3.244)
C (1.526, -0.190, -3.789)
C (0.182, -0.630, -3.917)
C (-0.870, 0.214, -3.546)
H (-1.396, 2.096, -2.623)
H (0.962, 2.836, -2.325)
H (2.831, 1.407, -3.162)
H (2.331, -0.833, -4.123)
H (-0.031, -1.603, -4.341)
H (-1.897, -0.102, -3.684)
C (-1.128, -0.581, -0.741)
Ge (0.518, 0.599, 0.683)
C (0.331, 1.317, 2.381)
C (-0.653, 2.296, 2.613)
C (-0.756, 2.845, 3.874)
C (0.107, 2.423, 4.886)
C (1.079, 1.453, 4.654)
C (1.206, 0.892, 3.399)
C (-2.437, -0.762, -0.286)
C (-2.920, -2.077, -0.091)
C (-4.217, -2.263, 0.335)
C (-5.035, -1.159, 0.568)
C (-4.569, 0.144, 0.378)
C (-3.278, 0.351, -0.047)
C (2.015, -0.649, 0.075)
C (3.323, -0.188, 0.246)
C (4.386, -1.067, 0.040)
C (4.151, -2.351, -0.430)
C (2.848, -2.795, -0.680)
C (1.784, -1.957, -0.384)
H (-1.316, 2.627, 1.823)
H (-1.500, 3.602, 4.076)
H (0.020, 2.861, 5.872)
H (1.736, 1.141, 5.454)
H (1.961, 0.138, 3.215)
H (-2.277, -2.927, -0.281)
H (-4.600, -3.263, 0.486)
H (-6.054, -1.314, 0.900)
H (-5.226, 0.984, 0.560)
H (-2.905, 1.357, -0.205)
H (3.527, 0.835, 0.545)
H (5.400, -0.729, 0.211)
H (4.986, -3.013, -0.622)
H (2.672, -3.797, -1.050)
H (0.760, -2.355, -0.462)

***

(6)
Here is C8H7BN2O3Sn as an isolated structure in a non-equilibrium geometry from the OMol25 dataset. Energies are from ωB97M-V/def2-TZVPD.

Values from the calculation:
* E_tot: -882.74957 Eh
* HOMO level: -16.48 eV
* max |F|: 3.76 eV/Å
* charge: +2
* Kohn-Sham gap: 5.2781 eV

Element x y z (Å)
N (0.701, 2.972, 0.112)
B (-0.534, 2.241, -0.318)
O (-1.529, 2.873, -1.032)
C (-0.595, 0.657, 0.102)
C (-1.539, 0.269, 1.159)
C (-1.565, -1.192, 1.516)
C (-0.661, -2.166, 0.864)
C (0.239, -1.689, -0.167)
C (0.286, -0.290, -0.590)
C (1.317, -0.100, -1.748)
O (1.658, 0.877, -2.320)
N (1.734, -1.445, -2.007)
C (1.309, -2.419, -1.040)
O (1.754, -3.512, -0.962)
H (0.869, 2.729, 1.102)
H (1.467, 2.485, -0.381)
H (-1.635, 3.747, -0.601)
H (-2.185, 1.040, 1.636)
H (-2.328, -1.512, 2.310)
H (-0.660, -3.251, 1.108)
H (2.710, -1.541, -2.314)
Sn (-0.813, -0.773, 3.570)

***

(7)
Here is one molecule with the formula C5H7NO2 in a non-equilibrium geometry from the OMol25 dataset. Energies are from ωB97M-V/def2-TZVPD.

Values from the calculation:
* E_tot: -399.79421 Eh
* HOMO level: -8.82 eV
* max |F|: 2.60 eV/Å
* Kohn-Sham gap: 8.6605 eV
* relative energy (zero: lowest compared OMol25 entry of this formula, charge and spin): 107.53 kcal/mol

Element x y z (Å)
C (1.803, -0.769, -1.321)
C (0.553, -0.081, 0.563)
C (0.137, 1.499, 0.410)
C (-1.046, -0.160, 1.126)
C (-2.040, -0.629, 0.387)
O (0.512, -0.635, -0.723)
N (-0.375, 2.532, 0.119)
O (1.397, -0.419, 1.396)
H (-1.333, 2.856, 0.136)
H (-1.078, -0.015, 2.198)
H (1.646, -1.292, -2.263)
H (2.472, -1.339, -0.673)
H (2.243, 0.216, -1.519)
H (-1.920, -0.803, -0.674)
H (-2.970, -0.960, 0.837)

***

(8)
Here is C3H2CeO3 as an isolated structure in a non-equilibrium geometry from the OMol25 dataset. Energies are from ωB97M-V/def2-TZVPD.

Values from the calculation:
* E_tot: -815.57023 Eh
* HOMO level (spin up / spin down): -16.48 / -16.64 eV
* max |F|: 2.60 eV/Å
* expectation value of S²: 2.0009
* multiplicity: 3
* charge: +2
* Kohn-Sham gap (spin up / spin down): 7.0119 / 7.1476 eV
* relative energy (zero: lowest compared OMol25 entry of this formula, charge and spin): 29.33 kcal/mol

Element x y z (Å)
O (-1.168, 0.273, 0.259)
C (-1.259, -1.056, 0.216)
C (-0.792, -2.123, -0.132)
O (1.054, 0.159, 0.138)
C (0.034, 0.835, 0.111)
O (-0.009, 2.057, -0.298)
Ce (3.659, 0.584, 0.462)
H (-0.610, -3.147, -0.406)
H (-0.909, 2.418, -0.351)

***

The highest E_tot belongs to which entry? C5H7NO2

***

Look up the E_tot of the third one. -2280.50038 Eh